Record 1
Computed, not measured: C4H2KMgO2 as an isolated structure, with ωB97M-V/def2-TZVPD.

Properties
Charge   +1
Energy above the lowest of the compared OMol25 structures with the same formula, charge and spin   1.377 eV
Kohn-Sham gap (alpha / beta)   5.57 / 5.38 eV
2S+1   1

Cartesian coordinates (Å):
H -2.527 1.605 0.749
O -2.323 -0.344 0.168
C -1.839 0.744 0.648
C -0.514 1.061 0.692
C 0.768 1.154 0.469
K -1.577 -2.216 -1.247
O 2.736 -0.055 -0.374
C 1.608 -0.328 0.117
Mg 2.410 1.966 -0.587
H 1.614 -1.118 0.901

These are the Mulliken partial charges, in e, on atoms 1 to 6: number 1, H, carries 0.29; number 2, O, carries -0.60; number 3, C, carries -0.12; number 4, C, carries -0.11; number 5, C, carries -0.10; number 6, K, carries 1.00

***

Record 2
Computed, not measured: the molecule C4H2N2O, with ωB97M-V/def2-TZVPD.

Properties
Energy above the lowest of the compared OMol25 structures with the same formula, charge and spin   6.036 eV
Kohn-Sham gap (alpha / beta)   6.34 / 6.34 eV
2S+1   1

Cartesian coordinates (Å):
C -1.799 -1.431 0.955
C -1.062 -0.700 0.299
C 2.025 1.212 -0.667
C -0.088 0.091 -0.190
N 0.709 0.905 -0.594
N 2.999 0.512 -0.121
O 2.973 -0.591 0.462
H -2.764 -1.655 1.297
H 2.205 2.139 -1.014

These are the Mulliken partial charges, in e, on atoms 1 to 6: number 1, C, carries -0.35; number 2, C, carries -0.27; number 3, C, carries -0.15; number 4, C, carries 0.77; number 5, N, carries -0.23; number 6, N, carries -0.08

***

Record 3
Computed, not measured: the molecule C4H2N2O, with ωB97M-V/def2-TZVPD.

Properties
Energy above the lowest of the compared OMol25 structures with the same formula, charge and spin   3.716 eV
Kohn-Sham gap   10.37 eV
2S+1   1
SMILES   C#Cc1conn1

Cartesian coordinates (Å):
C 2.475 -0.131 0.106
C 1.314 -0.476 -0.119
C -0.147 -0.280 -0.170
C -0.903 0.834 -0.031
H 3.469 0.000 0.388
H -1.055 1.982 -0.317
N -2.106 -0.987 0.051
N -0.928 -1.321 -0.027
O -2.119 0.381 0.119

These are the Mulliken partial charges, in e, on atoms 1 to 6: number 1, C, carries -0.20; number 2, C, carries -0.35; number 3, C, carries 0.12; number 4, C, carries 0.17; number 5, H, carries 0.42; number 6, H, carries 0.31

***

Record 4
Computed, not measured: a 2-piece molecular cluster, C4H2N2O5 overall, with ωB97M-V/def2-TZVPD.

Properties
Energy above the lowest of the compared OMol25 structures with the same formula, charge and spin   4.965 eV
Kohn-Sham gap (alpha / beta)   6.72 / 6.72 eV
2S+1   1
SMILES   O=NC(=O)NC1=CO1.O=C=O

Cartesian coordinates (Å):
C 0.325 -1.230 0.081
C 2.204 0.151 0.343
C -3.309 1.071 0.303
C -0.316 -0.747 -0.969
N 1.407 -1.026 0.785
N 1.481 0.997 -0.567
O -2.513 1.774 0.740
O -1.126 -1.308 0.114
O 3.093 0.437 1.071
O -4.118 0.357 -0.097
O 1.946 1.400 -1.604
H -0.583 -0.625 -1.989
H 1.508 -1.250 1.789

These are the Mulliken partial charges, in e, on atoms 1 to 6: number 1, C, carries 0.56; number 2, C, carries 0.42; number 3, C, carries 0.74; number 4, C, carries -0.50; number 5, N, carries -0.15; number 6, N, carries 0.19

***

Record 5
Computed, not measured: an isolated ion of composition C4H2NO2S2 and charge -1, with ωB97M-V/def2-TZVPD.

Properties
Charge   -1
Energy above the lowest of the compared OMol25 structures with the same formula, charge and spin   2.150 eV
Kohn-Sham gap (alpha / beta)   6.46 / 6.46 eV
2S+1   1

Cartesian coordinates (Å):
C -0.237 0.192 1.578
C -0.535 -1.114 1.432
C 0.117 0.854 0.355
C 0.045 -0.060 -0.693
N 0.432 0.110 -2.128
O 0.813 1.195 -2.530
O 0.321 -0.903 -2.825
S 0.530 2.480 0.299
S -0.420 -1.667 -0.206
H -0.245 0.721 2.517
H -0.821 -1.808 2.201

These are the Mulliken partial charges, in e, on atoms 1 to 6: number 1, C, carries -0.42; number 2, C, carries -0.46; number 3, C, carries -0.15; number 4, C, carries 0.19; number 5, N, carries 0.93; number 6, O, carries -0.57

***

Record 6
Computed, not measured: an isolated ion of composition C4H2NO3 and charge -1, with ωB97M-V/def2-TZVPD.

Properties
Charge   -1
Energy above the lowest of the compared OMol25 structures with the same formula, charge and spin   3.276 eV
Kohn-Sham gap   7.76 eV
2S+1   1
SMILES   N#C[C@@]1(C[O-])OC1=O

Cartesian coordinates (Å):
C -1.255 0.946 0.659
C 1.235 0.347 0.963
C -0.134 -0.812 -1.028
C -0.060 0.389 0.281
N -2.350 1.219 0.866
O 1.978 -0.193 1.718
O 1.206 1.297 0.078
O 0.863 -0.621 -1.774
H -0.221 -1.660 -0.341
H -1.262 -0.912 -1.424

These are the Mulliken partial charges, in e, on atoms 1 to 6: number 1, C, carries 0.16; number 2, C, carries 0.39; number 3, C, carries -0.31; number 4, C, carries 0.62; number 5, N, carries -0.52; number 6, O, carries -0.60

***

Record 7
Computed, not measured: the molecule C4H2O2, with ωB97M-V/def2-TZVPD.

Properties
Energy above the lowest of the compared OMol25 structures with the same formula, charge and spin   2.302 eV
Kohn-Sham gap   9.05 eV
2S+1   1

Cartesian coordinates (Å):
O -1.557 0.056 1.182
C -1.326 -0.328 0.068
C 0.039 -0.233 -0.590
C 0.511 -0.775 -1.671
C 1.168 0.516 0.132
O 1.332 0.377 1.309
H -2.121 -0.751 -0.571
H 1.786 1.156 -0.521

These are the Mulliken partial charges, in e, on atoms 1 to 6: number 1, O, carries -0.42; number 2, C, carries -0.06; number 3, C, carries 0.45; number 4, C, carries -0.26; number 5, C, carries -0.02; number 6, O, carries -0.37

***

Record 8
Computed, not measured: the molecule C4H2O2, with ωB97M-V/def2-TZVPD.

Properties
Energy above the lowest of the compared OMol25 structures with the same formula, charge and spin   4.793 eV
Kohn-Sham gap (alpha / beta)   8.04 / 7.58 eV
2S+1   1

Cartesian coordinates (Å):
O -1.499 -1.435 -0.460
C -1.600 -0.417 0.185
C -0.428 0.366 0.678
O -0.059 1.389 -0.181
C 1.004 0.512 -0.036
C 2.098 0.038 -0.311
H -2.576 -0.037 0.559
H 3.060 -0.416 -0.434

These are the Mulliken partial charges, in e, on atoms 1 to 6: number 1, O, carries -0.43; number 2, C, carries 0.14; number 3, C, carries -0.12; number 4, O, carries -0.28; number 5, C, carries 0.30; number 6, C, carries -0.33

***

> Look up the energy above the lowest of the compared OMol25 structures with the same formula, charge and spin of the seventh one.

2.302 eV

***

> What is the 2S+1 in the third record?

1

***

> Which value of 2S+1 does entry 4 give?

1